(1)
ORCA calculation (wB97M-V/def2-TZVPD) on 5 unconnected molecules or ions with the total composition C30H52FN3O10 at a distorted geometry.

Results
E_LUMO in Eh: 0.009
HOMO level in Eh: -0.326
2S+1: 1
E_tot in Ha: -2190.714826

Structure (XYZ):
```
96
C30H52FN3O10 wB97M-V/def2-TZVPD
C 0.518 -5.690 2.581
C -0.228 -4.769 1.672
O -0.183 -4.816 0.474
O -0.931 -3.782 2.373
C -2.139 -3.421 1.875
O -2.827 -4.110 1.164
C -2.584 -2.063 2.374
C -2.216 -0.925 1.427
C -0.785 -1.044 1.110
N 0.348 -1.213 0.849
C -2.402 0.466 2.052
C -1.982 0.557 3.506
N -1.642 1.945 3.808
C -3.001 -0.984 0.078
F -3.001 0.272 -0.471
C -2.354 -1.847 -0.911
N -1.862 -2.529 -1.711
C -4.426 -1.452 0.202
O -5.054 -0.789 1.288
C -6.450 -1.048 1.290
O -6.916 -1.023 2.576
C -7.073 -2.272 3.201
C -8.460 -2.369 3.878
O -9.363 -1.407 3.387
H 1.533 -5.327 2.653
H 0.101 -5.651 3.575
H 0.501 -6.685 2.180
H -3.650 -2.129 2.505
H -2.150 -1.919 3.352
H -3.422 0.796 1.940
H -1.803 1.177 1.506
H -2.813 0.216 4.122
H -1.122 -0.059 3.722
H -2.475 2.510 3.754
H -1.284 2.012 4.746
H -4.921 -1.174 -0.723
H -4.479 -2.524 0.345
H -6.938 -0.249 0.740
H -6.662 -1.985 0.782
H -6.314 -2.387 3.967
H -6.977 -3.105 2.514
H -8.916 -3.321 3.662
H -8.363 -2.274 4.952
H -9.195 -0.575 3.822
C 1.588 -3.423 -1.951
C 1.938 -2.020 -2.425
C 3.457 -2.023 -2.317
O 3.876 -3.371 -2.552
C 2.737 -4.240 -2.521
H 0.612 -3.769 -2.283
H 1.606 -3.459 -0.860
H 1.636 -1.891 -3.468
H 1.474 -1.232 -1.834
H 3.781 -1.730 -1.311
H 3.937 -1.364 -3.043
H 2.524 -4.565 -3.546
H 2.973 -5.121 -1.922
C 1.612 1.790 -3.248
C 2.812 2.669 -2.911
C 3.940 1.919 -3.600
O 3.368 1.280 -4.746
C 1.942 1.339 -4.665
H 0.653 2.304 -3.181
H 1.590 0.931 -2.575
H 2.689 3.659 -3.356
H 2.981 2.793 -1.843
H 4.355 1.146 -2.945
H 4.752 2.573 -3.920
H 1.579 2.062 -5.405
H 1.529 0.359 -4.907
C 6.302 -0.271 0.285
C 7.500 0.593 -0.099
C 6.853 1.632 -1.004
O 5.516 1.806 -0.527
C 5.198 0.769 0.408
H 6.446 -0.842 1.201
H 6.072 -0.972 -0.521
H 7.916 1.074 0.789
H 8.298 0.042 -0.594
H 6.809 1.281 -2.041
H 7.367 2.593 -0.985
H 5.171 1.205 1.412
H 4.210 0.369 0.177
C -0.521 6.379 -1.612
C 0.674 5.432 -1.663
C 1.689 6.166 -0.800
O 0.937 6.892 0.177
C -0.447 6.889 -0.179
H -1.472 5.900 -1.841
H -0.376 7.203 -2.314
H 0.412 4.475 -1.204
H 1.038 5.237 -2.670
H 2.270 6.882 -1.393
H 2.382 5.494 -0.293
H -0.980 6.222 0.507
H -0.849 7.897 -0.065
```

(2)
ORCA calculation (wB97M-V/def2-TZVPD) on 6 unconnected molecules or ions with the total composition C30H52FNO7S.

Results
E_LUMO in Eh: -0.041
HOMO level in Eh: -0.351
2S+1: 1
E_tot in Ha: -2253.766018

Structure (XYZ):
```
92
C30H52FNO7S wB97M-V/def2-TZVPD
C -0.840 2.573 -1.353
C -0.618 3.207 0.027
C 0.479 2.583 0.864
F 1.697 3.112 0.430
C 0.569 1.081 0.812
C 1.816 0.457 0.825
C 1.930 -0.928 0.781
N 3.247 -1.524 0.800
C 3.605 -1.939 1.880
S 3.999 -2.538 3.253
C 0.787 -1.729 0.692
C -0.460 -1.095 0.693
C -0.573 0.286 0.765
C -1.718 -1.896 0.590
O -2.772 -1.467 0.989
C -1.576 -3.201 -0.055
C -0.393 -3.818 -0.087
C -0.180 -5.139 -0.754
C 0.795 -3.208 0.582
O 1.664 -3.919 1.012
H -0.006 1.950 -1.663
H -1.700 1.909 -1.312
H -1.033 3.313 -2.120
H -1.555 3.274 0.571
H -0.310 4.237 -0.136
H 0.378 2.880 1.908
H 2.695 1.078 0.869
H -1.554 0.735 0.761
H -2.436 -3.663 -0.514
H 0.509 -4.986 -1.583
H -1.126 -5.511 -1.117
H 0.294 -5.806 -0.041
C -2.292 -1.697 4.429
C -3.808 -1.618 4.487
C -4.447 -2.946 4.107
O -4.275 -0.580 3.627
H -1.974 -1.932 3.409
H -1.844 -0.740 4.697
H -1.899 -2.461 5.101
H -4.124 -1.338 5.493
H -4.176 -3.218 3.083
H -5.535 -2.874 4.150
H -4.125 -3.748 4.774
H -3.995 -0.794 2.729
C 2.798 -2.710 6.774
C 1.295 -2.737 6.991
C 0.717 -4.121 6.740
O 0.709 -1.773 6.117
H 2.967 -2.982 5.731
H 3.186 -1.703 6.932
H 3.340 -3.399 7.424
H 1.049 -2.420 8.005
H 0.914 -4.435 5.710
H -0.364 -4.116 6.880
H 1.151 -4.861 7.414
H 0.930 -2.018 5.212
C -2.828 -7.263 -3.803
C -2.518 -8.143 -2.601
C -3.608 -9.178 -2.373
O -2.349 -7.338 -1.432
H -3.761 -6.716 -3.644
H -2.038 -6.527 -3.953
H -2.928 -7.856 -4.713
H -1.563 -8.646 -2.754
H -4.564 -8.687 -2.172
H -3.371 -9.799 -1.508
H -3.729 -9.824 -3.243
H -3.183 -6.884 -1.267
C 3.083 6.795 -2.219
C 2.239 5.531 -2.208
C 2.875 4.430 -3.041
O 0.925 5.818 -2.693
H 3.178 7.175 -3.240
H 2.612 7.575 -1.619
H 4.083 6.610 -1.826
H 2.110 5.181 -1.183
H 2.970 4.749 -4.083
H 2.256 3.533 -3.025
H 3.868 4.174 -2.668
H 1.007 6.131 -3.600
C 1.406 9.249 -4.933
C 2.488 9.129 -5.994
C 2.034 9.697 -7.330
O 2.873 7.760 -6.146
H 0.516 8.685 -5.227
H 1.756 8.838 -3.987
H 1.115 10.288 -4.772
H 3.383 9.655 -5.661
H 1.163 9.149 -7.700
H 2.824 9.599 -8.075
H 1.766 10.750 -7.242
H 2.099 7.273 -6.449
```

(3)
ORCA calculation (wB97M-V/def2-TZVPD) on a molecular structure, C30H52InN3O2PS3.

Results
E_LUMO in Eh: -0.089
HOMO level in Eh: -0.372
Charge: +1
ΔE to the lowest compared entry with this formula, charge and spin in kcal per mole: 6.2
2S+1: 1
E_tot in Ha: -3214.975005

Structure (XYZ):
```
92
C30H52InN3O2PS3 wB97M-V/def2-TZVPD
In -0.119 0.210 0.002
C -1.185 -0.357 -3.941
N -0.018 -0.143 -3.081
C 0.988 -1.173 -3.253
C 0.530 -2.480 -2.604
N 0.151 -2.375 -1.172
C -1.163 -2.987 -0.954
C 1.178 -2.905 -0.317
C 1.205 -4.252 0.034
C 2.198 -4.764 0.852
C 3.189 -3.922 1.332
C 3.178 -2.581 0.990
C 2.184 -2.057 0.162
S 2.291 -0.345 -0.263
C 0.446 1.201 -3.146
C 1.546 1.602 -3.898
C 1.950 2.928 -3.906
C 1.264 3.873 -3.158
C 0.173 3.488 -2.395
C -0.238 2.161 -2.382
S -1.598 1.647 -1.372
H -0.884 -0.485 -4.989
H -1.856 0.494 -3.876
H -1.737 -1.244 -3.628
H 1.907 -0.839 -2.781
H 1.192 -1.384 -4.314
H 1.334 -3.209 -2.724
H -0.331 -2.862 -3.155
H -1.227 -4.011 -1.338
H -1.912 -2.386 -1.470
H -1.393 -2.996 0.111
H 0.445 -4.919 -0.353
H 2.209 -5.818 1.098
H 3.975 -4.308 1.968
H 3.963 -1.924 1.345
H 2.090 0.873 -4.485
H 2.801 3.225 -4.505
H 1.588 4.906 -3.160
H -0.366 4.212 -1.798
C -1.078 5.848 2.353
N -1.056 4.506 1.804
C -2.339 3.839 1.686
C 0.079 3.914 1.419
O 0.186 2.784 0.959
H -1.447 5.830 3.381
H -1.737 6.487 1.763
H -0.076 6.273 2.347
H -2.873 3.894 2.637
H -2.172 2.802 1.407
H -2.948 4.315 0.914
H 0.966 4.549 1.571
C -0.512 -2.446 2.680
C 0.505 -1.602 3.450
C 0.303 -1.800 4.953
P 0.534 0.161 2.824
C 2.330 0.589 3.067
C 2.947 0.199 4.411
C 2.617 2.052 2.735
C -0.520 1.272 3.889
C -0.117 1.526 5.339
C -1.976 0.804 3.789
H -0.407 -3.497 2.956
H -0.361 -2.359 1.604
H -1.532 -2.130 2.905
H 1.503 -1.960 3.176
H -0.727 -1.591 5.240
H 0.970 -1.185 5.553
H 0.502 -2.845 5.200
H 2.808 -0.019 2.294
H 2.497 0.732 5.248
H 4.006 0.462 4.390
H 2.883 -0.872 4.602
H 2.144 2.724 3.457
H 2.262 2.301 1.737
H 3.693 2.233 2.764
H -0.438 2.222 3.354
H -0.143 0.622 5.943
H -0.831 2.228 5.778
H 0.871 1.977 5.416
H -2.145 -0.078 4.409
H -2.237 0.556 2.760
H -2.650 1.590 4.137
C -4.445 -1.988 1.213
S -3.501 -0.898 0.124
C -4.503 0.576 0.399
O -2.210 -0.659 0.878
H -4.438 -1.577 2.221
H -3.978 -2.971 1.203
H -5.462 -2.060 0.829
H -4.520 0.806 1.464
H -5.507 0.381 0.022
H -4.044 1.387 -0.162
```